{
  "formula": "C4H12N2",
  "method": "the ωB97M-V functional and the def2-TZVPD basis",
  "spin_multiplicity": 1,
  "e_tot_ha": -269.0907,
  "smiles": "[H]/N=C/N.CCC",
  "fmax_ev_per_a": 1.74,
  "symbols": ["H", "N", "C", "N", "H", "H", "H", "C", "C", "C", "H", "H", "H", "H", "H", "H", "H", "H"],
  "coordinates": [[-0.20016, -6.80035, -1.96565], [0.56898, -6.15540, -1.94359], [0.80674, -5.49701, -0.90814], [1.83937, -4.62465, -0.81775], [0.21918, -5.58319, 0.01212], [1.85981, -4.03044, -0.00867], [2.18755, -4.22758, -1.67469], [-0.58481, 3.86774, 1.85899], [-0.40867, 2.78944, 0.76302], [-0.93658, 3.30977, -0.60465], [-0.20882, 4.83681, 1.53639], [-0.00848, 3.59745, 2.69890], [-1.63448, 3.86684, 2.10802], [-1.02868, 1.93250, 1.03720], [0.62919, 2.46478, 0.73304], [-1.51200, 4.19801, -0.43377], [-0.07034, 3.48452, -1.23805], [-1.51781, 2.57076, -1.15273]],
  "forces_ev_per_angstrom": [[-0.28, 0.01, 0.59], [0.51, -0.14, -1.66], [-0.85, -0.40, 0.79], [0.37, 0.56, 0.26], [0.11, 0.00, 0.13], [0.03, 0.10, -0.08], [0.10, -0.14, -0.04], [0.09, -0.71, -1.38], [-0.87, 0.48, -0.04], [1.19, -1.03, 0.34], [-0.29, 0.14, -0.14], [0.50, -0.34, 1.29], [-0.29, 0.56, 0.26], [0.27, -0.10, 0.19], [0.02, -0.06, -0.26], [-0.30, 0.51, -0.26], [-0.07, 0.58, -0.18], [-0.24, -0.03, 0.18]],
  "lowdin_charge": [0.027, 0.055, -0.431, 0.064, 0.113, 0.080, 0.092, -0.124, -0.301, -0.115, 0.072, 0.044, 0.068, 0.089, 0.089, 0.055, 0.062, 0.061]
}

{
  "formula": "Cl3NiO12",
  "method": "the ωB97M-V functional and the def2-TZVPD basis",
  "spin_multiplicity": 3,
  "e_tot_ha": -3790.9230,
  "fmax_ev_per_a": 9.80,
  "charge": -1,
  "symbols": ["Ni", "Cl", "O", "O", "O", "O", "Cl", "O", "O", "O", "O", "Cl", "O", "O", "O", "O"],
  "coordinates": [[-0.36104, 0.22377, 0.31863], [0.11151, 0.89394, -2.51361], [-0.98850, 1.12298, -3.30682], [1.41943, 1.22552, -3.15080], [-0.00639, 1.81092, -1.36287], [0.16030, -0.38837, -1.90100], [3.01132, -0.23829, 1.68701], [4.27513, 0.32021, 1.22269], [1.98362, 0.28652, 0.87483], [3.09053, -1.56805, 1.61757], [3.09279, 0.03352, 3.07508], [-3.23988, -0.77861, 0.72672], [-2.59511, -0.83064, -0.60573], [-2.72368, -1.70610, 1.58509], [-2.57439, 0.57675, 0.99754], [-4.65563, -0.98407, 0.73566]],
  "forces_ev_per_angstrom": [[0.10, 0.78, -2.02], [5.28, 3.60, 0.17], [-1.96, -0.42, -2.23], [-3.08, -1.23, 0.74], [-0.44, -0.11, 2.41], [-0.34, -2.69, 1.35], [8.39, 4.29, 2.67], [-1.03, 0.48, -1.54], [-4.87, 1.71, -1.57], [-1.23, -8.43, -2.00], [-3.01, 1.95, 2.07], [1.82, 2.61, -4.71], [-1.32, -2.37, -0.50], [2.39, -2.94, 3.18], [-0.92, 0.70, 2.55], [0.22, 2.05, -0.57]],
  "lowdin_spin": [1.831, -0.002, 0.005, 0.015, 0.069, 0.042, 0.001, 0.005, 0.011, 0.000, 0.000, 0.001, 0.001, 0.003, 0.017, 0.001]
}

{
  "formula": "C5H4N",
  "method": "the ωB97M-V functional and the def2-TZVPD basis",
  "spin_multiplicity": 1,
  "e_tot_ha": -247.1452,
  "fmax_ev_per_a": 4.73,
  "charge": 1,
  "symbols": ["C", "C", "C", "C", "C", "N", "H", "H", "H", "H"],
  "coordinates": [[0.74420, 1.75117, -0.85924], [-0.66877, -0.45483, -0.03051], [0.83548, -0.60587, 0.23825], [1.08114, 0.55263, -0.31394], [-0.40426, 0.67893, -0.94245], [-0.22905, 1.41965, -1.94571], [0.75999, 2.67088, -0.48752], [-1.07801, -1.31952, -0.39089], [-1.40055, -0.19129, 0.89112], [1.36730, -1.39413, 0.52869]],
  "forces_ev_per_angstrom": [[0.66, -3.57, -2.08], [-1.75, 1.09, 4.25], [-2.84, 3.36, -1.05], [3.19, 0.92, 0.47], [-1.87, 0.08, -1.58], [-0.30, -0.34, 0.46], [0.01, 3.75, 1.95], [-1.24, -1.96, -1.86], [1.92, -0.38, -1.82], [2.22, -2.94, 1.25]],
  "lowdin_charge": [0.071, 0.002, 0.145, 0.058, -0.161, 0.344, 0.118, 0.110, 0.211, 0.104]
}

{
  "formula": "CH2KMgO",
  "method": "the ωB97M-V functional and the def2-TZVPD basis",
  "spin_multiplicity": 1,
  "e_tot_ha": -914.1438,
  "fmax_ev_per_a": 3.11,
  "charge": 1,
  "symbols": ["C", "O", "H", "Mg", "K", "H"],
  "coordinates": [[-0.03768, 0.79839, 0.14953], [-0.12435, -0.24219, -0.50019], [-0.02957, 1.82805, -0.23843], [0.10752, 0.73217, 2.22206], [0.02210, -0.95411, -3.11957], [0.17715, 1.22907, -2.90138]],
  "forces_ev_per_angstrom": [[-0.44, -2.30, -1.97], [0.32, 2.55, 1.76], [0.06, -0.18, -0.68], [0.08, -0.14, 0.92], [-0.06, -0.48, -0.27], [0.04, 0.55, 0.25]],
  "lowdin_charge": [-0.392, -0.232, 0.032, 1.206, 0.616, -0.230]
}